{
  "formula": "C48H45N4P2SeTi",
  "method": "wB97M-V/def2-TZVPD",
  "e_homo_ev": -15.84,
  "total_charge": 3,
  "homo_lumo_gap_ha": 0.21500,
  "symbols": ["Se", "Ti", "P", "P", "N", "N", "N", "N", "C", "C", "C", "C", "C", "C", "C", "C", "C", "C", "C", "C", "C", "C", "C", "C", "C", "C", "C", "C", "C", "C", "C", "C", "C", "C", "C", "C", "C", "C", "C", "C", "C", "C", "C", "C", "C", "C", "C", "C", "C", "C", "C", "C", "C", "C", "C", "C", "H", "H", "H", "H", "H", "H", "H", "H", "H", "H", "H", "H", "H", "H", "H", "H", "H", "H", "H", "H", "H", "H", "H", "H", "H", "H", "H", "H", "H", "H", "H", "H", "H", "H", "H", "H", "H", "H", "H", "H", "H", "H", "H", "H", "H"],
  "xyz": [[3.29402, -5.38181, 4.52145], [-0.44629, -0.23238, 0.33079], [-0.16175, 1.80313, 2.05170], [-2.65579, 0.25582, -0.88939], [3.77711, -3.88565, 3.74987], [-0.73597, -2.15105, 1.12347], [1.68365, -5.34410, 3.83581], [1.49034, -0.67247, 0.95888], [-1.98452, 4.44781, -0.35611], [-0.60175, -2.00378, -3.61824], [-1.84916, -2.89062, 1.13658], [1.44274, -1.21863, -1.88991], [-1.27147, 3.36763, 0.13619], [-5.29989, 3.10199, -2.22975], [-2.96568, 5.04203, 0.42146], [-3.21310, -1.11711, -3.23769], [-1.91582, -4.12346, 1.77108], [1.69526, 3.57825, 0.96537], [-4.63380, -1.73972, -0.40317], [-3.43183, 3.03927, -3.73992], [-2.82750, 2.07425, -2.95456], [2.76253, -3.44853, 3.04422], [0.14658, -0.84693, -1.55454], [-5.71276, -2.24469, 0.30881], [-5.56804, -0.41708, 1.86474], [2.36537, 2.49703, 3.14310], [1.21070, 3.11091, 2.34867], [0.38041, -3.86193, 2.40899], [1.73789, -1.98666, -3.02358], [-2.10146, 0.39227, 3.42102], [-1.62624, -2.36270, -4.52069], [2.77159, -2.23300, 2.26784], [0.67368, 4.33523, 3.08971], [3.83045, -0.31528, 1.30201], [-4.03079, -0.54871, 0.00430], [0.73589, -2.38294, -3.86566], [-2.47597, 3.51658, 2.21405], [-1.46910, 2.92430, 1.45020], [1.58278, -4.26606, 3.09656], [-3.46719, 1.61136, -1.80224], [-0.90903, -1.23411, -2.45731], [-0.81875, 2.00843, 4.85780], [1.58093, -1.83415, 1.64842], [-4.50158, 0.10261, 1.14928], [-2.25298, -0.82388, -2.29078], [0.38066, -2.63975, 1.72919], [3.91173, -1.43840, 2.09789], [-3.23798, 4.54906, 1.68883], [-4.70380, 2.13035, -1.43822], [-4.66833, 3.56061, -3.37626], [-0.80356, -4.61274, 2.42095], [-0.72964, 1.02843, 3.68517], [2.60094, 0.04280, 0.76726], [-6.17992, -1.58874, 1.43957], [0.23963, -0.09515, 4.07654], [-2.90718, -1.91340, -4.34669], [0.96518, -2.95835, -4.75409], [-2.71444, -2.49027, 0.62535], [0.15677, -0.94437, 3.40476], [-3.68453, -2.15897, -5.05711], [-2.34447, -0.28623, 4.24151], [2.77115, 1.60693, 2.66943], [-0.81454, -5.56329, 2.93952], [1.42628, 5.12331, 3.01752], [-0.02494, -0.45125, 5.07436], [-2.12002, -0.19327, 2.49038], [-2.93984, 3.38422, -4.63988], [-5.13673, 4.31599, -3.99265], [-6.19943, -3.14833, -0.03379], [3.17493, 3.22585, 3.21247], [-7.02696, -1.98690, 1.98186], [-5.21685, 1.77330, -0.55681], [2.64523, 4.10257, 1.07904], [-0.50839, 2.89707, -0.48347], [-4.04946, 1.04240, 1.44950], [-3.50822, 5.89650, 0.04010], [2.29555, -0.92567, -1.29840], [-2.66271, 3.20706, 3.23199], [2.49777, 0.93191, 0.16154], [-1.78294, 4.82152, -1.34921], [-0.23876, 4.72338, 2.63881], [1.85294, 2.76159, 0.25890], [-2.84398, -4.67669, 1.75668], [2.06948, 2.25594, 4.16274], [0.99052, 4.27706, 0.51861], [-5.93153, 0.09944, 2.74337], [-4.21209, -0.71202, -3.13049], [0.16789, 2.24135, 5.25459], [-2.89192, 1.13727, 3.37301], [-6.27137, 3.48910, -1.95194], [-1.38619, 1.53347, 5.66109], [-4.01383, 5.00159, 2.29204], [-4.28364, -2.26909, -1.27787], [-1.86317, 1.67044, -3.24381], [2.76456, -2.26449, -3.21849], [4.69821, 0.29984, 1.10884], [4.83224, -1.73588, 2.58432], [1.27737, 0.23380, 4.11647], [0.50450, 4.15026, 4.14715], [-1.31882, 2.93944, 4.60470], [-1.37732, -2.97878, -5.37561]],
  "forces_ev_per_a": [[0.2, -0.3, 0.2], [0.1, -0.5, -0.6], [-0.6, 0.9, 0.5], [-1.1, -0.3, -1.1], [0.4, 0.5, -0.3], [0.2, 0.1, 0.0], [-0.6, -0.2, -0.2], [0.7, -0.3, 0.2], [0.0, -0.1, -0.2], [0.0, -0.1, 0.2], [-0.1, 0.0, 0.0], [0.2, 0.0, -0.1], [-0.1, 0.0, 0.2], [-0.1, 0.1, 0.0], [0.0, 0.1, -0.1], [0.1, 0.0, 0.1], [0.0, 0.0, 0.0], [0.0, 0.0, 0.0], [-0.1, 0.1, 0.0], [0.1, 0.1, 0.0], [0.1, 0.1, 0.1], [-0.3, -0.5, 0.3], [-0.2, 0.4, 0.6], [0.0, 0.0, -0.1], [0.0, 0.0, 0.0], [0.0, 0.1, 0.0], [0.3, -0.4, -0.3], [-0.4, 0.3, -0.3], [0.0, 0.0, 0.0], [0.1, 0.2, 0.1], [0.0, 0.1, 0.0], [-0.1, 0.3, -0.3], [-0.1, 0.0, 0.0], [0.0, 0.0, 0.0], [0.2, 0.1, 0.3], [0.1, 0.1, 0.0], [-0.1, -0.1, 0.0], [0.0, -0.3, -0.3], [0.6, 0.1, 0.2], [0.3, 0.3, 0.2], [-0.3, 0.0, -0.2], [0.0, 0.1, -0.1], [0.4, -0.1, 0.2], [0.1, 0.0, -0.1], [0.1, 0.0, 0.2], [0.0, -0.5, 0.3], [-0.1, -0.1, 0.0], [0.0, 0.0, 0.1], [0.1, 0.0, 0.1], [0.0, -0.1, 0.1], [0.1, 0.1, 0.0], [0.1, -0.2, -0.2], [0.0, 0.1, 0.1], [0.0, 0.0, 0.0], [0.0, 0.1, 0.1], [-0.1, 0.0, 0.0], [0.0, -0.1, 0.0], [0.0, 0.0, 0.1], [0.0, 0.0, 0.0], [0.0, 0.0, 0.0], [0.0, -0.1, 0.0], [0.0, 0.0, 0.1], [0.0, 0.0, 0.0], [0.1, 0.0, 0.0], [0.0, 0.0, 0.0], [-0.1, 0.0, 0.1], [0.0, 0.0, 0.0], [0.0, 0.0, 0.0], [0.0, 0.0, 0.0], [0.0, 0.0, 0.0], [0.0, 0.0, 0.0], [0.0, 0.0, 0.0], [0.0, 0.0, 0.1], [-0.1, 0.1, 0.0], [0.0, 0.0, 0.0], [-0.1, 0.0, 0.0], [-0.1, 0.0, 0.1], [0.0, 0.0, -0.1], [0.0, 0.0, 0.0], [0.0, 0.0, -0.1], [0.1, 0.1, 0.0], [0.0, 0.0, 0.0], [0.0, 0.0, 0.0], [0.0, 0.0, 0.0], [0.1, 0.0, 0.0], [0.0, 0.0, 0.0], [0.0, 0.0, 0.0], [0.0, 0.0, 0.0], [0.0, -0.1, -0.1], [0.0, 0.0, 0.0], [0.0, 0.0, 0.0], [0.0, 0.0, 0.0], [0.0, 0.0, 0.0], [0.0, 0.0, -0.1], [0.0, 0.0, 0.0], [0.0, 0.0, 0.0], [0.0, 0.0, 0.0], [0.0, 0.0, 0.0], [0.0, 0.0, 0.0], [0.0, 0.0, 0.1], [0.0, 0.0, 0.0]]
}

***

{
  "formula": "C48H46IN6O7PS2SiSn",
  "method": "wB97M-V/def2-TZVPD",
  "e_homo_ev": -2.40,
  "total_charge": -2,
  "homo_lumo_gap_ha": 0.21191,
  "symbols": ["I", "Sn", "S", "S", "P", "Si", "O", "O", "O", "O", "O", "O", "O", "N", "N", "N", "N", "N", "N", "C", "C", "C", "C", "C", "C", "C", "C", "C", "C", "C", "C", "C", "C", "C", "C", "C", "C", "C", "C", "C", "C", "C", "C", "C", "C", "C", "C", "C", "C", "C", "C", "C", "C", "C", "C", "C", "C", "C", "C", "C", "C", "C", "C", "C", "C", "C", "C", "H", "H", "H", "H", "H", "H", "H", "H", "H", "H", "H", "H", "H", "H", "H", "H", "H", "H", "H", "H", "H", "H", "H", "H", "H", "H", "H", "H", "H", "H", "H", "H", "H", "H", "H", "H", "H", "H", "H", "H", "H", "H", "H", "H", "H", "H"],
  "xyz": [[-2.95053, -5.88636, 3.45973], [-0.53359, -0.93487, 0.15060], [-3.05972, 0.15978, -1.80824], [-3.22100, 2.49121, 3.78078], [-0.45569, 2.47114, -1.36989], [1.70275, -2.85048, 2.34446], [-4.13012, -0.36999, -2.63253], [-1.72262, -0.17637, -2.31389], [2.78383, -2.02752, -5.88885], [-3.20848, -0.11413, -0.38930], [0.92643, -1.79412, 1.43563], [0.06347, 0.91574, 6.31665], [-1.29034, 4.20245, 7.06971], [-1.87267, 2.43490, 1.27101], [0.64547, 3.11445, 6.25407], [0.79815, 1.13492, 2.10708], [1.70060, -1.03497, -1.38608], [0.89572, -2.90544, -5.00003], [-2.08591, -2.04534, 1.79773], [2.00328, 5.11745, 0.49552], [-2.84970, -1.19633, 2.47884], [-2.43613, 4.19104, -2.33969], [0.08997, 3.98315, -0.48240], [4.01630, -1.35100, -1.83377], [1.42470, -1.35242, -2.64468], [2.91854, 2.03043, 2.75457], [-0.75478, -4.99000, -2.63745], [0.59748, 1.84057, 5.73845], [0.81231, 1.73321, -5.17752], [2.05551, -2.21480, -4.92466], [1.20822, 1.71538, 4.38344], [0.41329, 1.19266, 3.37105], [1.16042, 6.02016, 1.12980], [1.77648, 3.85639, -4.64133], [2.48979, 2.14558, 4.06758], [3.45742, -2.25164, 2.72157], [0.07739, -7.08936, -3.50933], [1.62631, 2.80433, -5.52917], [3.72992, -1.69280, -3.14409], [-0.71828, -2.99775, -0.88951], [2.40382, -1.73052, -3.55323], [-3.71312, 4.62065, -2.65233], [-2.12256, -3.34266, 2.07271], [-0.12676, 3.47327, 7.40857], [-3.68627, -1.61924, 3.50095], [-1.67723, -4.95072, -3.69274], [-0.70527, -3.91884, -1.68995], [1.46921, 4.11184, -0.29509], [0.12311, -6.07769, -2.56369], [-0.74204, 4.88708, 0.17432], [-0.84111, -7.04038, -4.55083], [0.17913, 1.70941, -3.94578], [-1.71666, -5.96486, -4.63699], [-2.17113, 2.87528, -1.95115], [1.87645, -4.53569, 1.51215], [-4.50496, 2.38597, -2.31985], [0.34708, 2.75213, -3.02328], [2.96003, -1.06351, -0.97606], [-4.76261, 3.71362, -2.60929], [-3.73508, -2.96813, 3.80532], [-2.94210, -3.83953, 3.07232], [-3.21888, 1.95246, -2.00269], [0.89186, -3.13376, 4.02085], [2.02751, 1.53075, 1.81154], [-0.21128, 5.89840, 0.96399], [-2.43034, 2.44795, 2.29242], [1.14501, 3.82860, -3.40112], [0.90617, -5.03461, 1.43465], [0.67759, 0.90371, -5.86213], [2.38940, 4.71081, -4.90673], [-5.77525, 4.03078, -2.82985], [0.37599, -1.29730, -2.92213], [-1.61453, 4.89593, -2.38854], [-0.88273, 6.58213, 1.46953], [1.27822, 4.66674, -2.72922], [-5.29411, 1.64858, -2.36287], [3.14414, 2.54010, 4.83723], [-1.47754, -3.98058, 1.47837], [3.11173, -0.88336, 0.08312], [-0.87683, -7.83518, -5.28591], [-2.43834, -5.91443, -5.44375], [-1.81341, 4.77345, 0.10193], [3.07725, 5.18251, 0.62868], [2.13819, 3.40554, -0.77601], [3.95185, -2.88701, 3.46247], [-0.45900, 0.87407, -3.68012], [0.44451, 4.12727, 8.06758], [3.91619, 2.32993, 2.45991], [-1.81579, 3.66238, 6.46123], [2.14140, 2.81035, -6.48243], [0.92329, 3.85060, 5.62501], [0.76694, -7.92195, -3.43448], [-4.37248, -3.33779, 4.59802], [-4.27889, -0.89139, 4.03771], [1.45742, -3.85107, 4.62392], [-0.12466, -3.51824, 3.91064], [2.31157, 1.45448, 0.76581], [1.56954, 6.79871, 1.76317], [0.84241, -6.10760, -1.75499], [-0.60040, 0.87287, 3.59312], [5.03426, -1.32321, -1.46775], [3.42421, -1.23015, 3.11344], [-2.79389, -0.15122, 2.19442], [0.32034, -3.08843, -4.19341], [0.82409, -2.19493, 4.57854], [0.60281, -3.25402, -5.89558], [2.25278, -4.41050, 0.49258], [2.55761, -5.19478, 2.05986], [-0.36399, 2.54265, 7.92379], [4.07788, -2.24143, 1.81987], [4.50785, -1.94203, -3.85484], [-3.88564, 5.65636, -2.92151], [-2.35814, -4.10992, -3.74929]],
  "forces_ev_per_a": [[0.0, -0.1, 0.0], [0.3, 0.0, 0.4], [-0.1, 0.0, -0.2], [0.3, -0.1, -0.3], [0.0, -0.1, -0.3], [-0.1, 0.0, -0.1], [0.0, 0.0, 0.0], [-0.1, 0.1, -0.2], [0.0, -0.1, 0.0], [-0.1, -0.1, 0.1], [0.2, -0.2, 0.2], [0.1, 0.0, 0.0], [0.1, -0.1, 0.1], [-0.2, -0.1, 0.1], [0.3, -0.1, 0.1], [0.3, -0.1, 0.0], [-0.1, 0.0, -0.1], [-0.1, 0.1, 0.0], [-0.1, 0.1, 0.0], [0.0, 0.0, 0.0], [0.0, 0.0, 0.0], [0.0, 0.0, 0.0], [0.1, 0.0, 0.0], [0.0, 0.0, 0.0], [0.0, 0.0, 0.0], [0.0, 0.0, 0.0], [0.0, 0.0, -0.1], [-0.2, 0.1, 0.0], [0.0, 0.0, 0.0], [0.1, 0.1, 0.0], [0.0, 0.0, 0.0], [-0.2, 0.1, -0.1], [0.0, 0.0, 0.0], [0.0, 0.0, 0.0], [0.0, 0.0, 0.0], [0.0, 0.1, 0.0], [0.0, 0.0, 0.0], [0.0, 0.0, 0.0], [0.0, 0.1, 0.0], [0.1, 0.1, -0.1], [0.0, 0.0, 0.0], [0.0, 0.0, 0.0], [0.0, 0.0, 0.1], [-0.2, 0.1, -0.1], [0.0, 0.0, 0.0], [0.0, 0.0, 0.0], [-0.1, -0.1, 0.1], [0.0, 0.0, 0.0], [0.0, 0.0, 0.0], [0.0, 0.0, 0.0], [0.0, 0.0, 0.0], [0.1, 0.0, 0.0], [0.0, 0.0, 0.0], [0.0, 0.1, 0.2], [0.0, 0.0, 0.0], [0.0, 0.0, 0.0], [0.1, -0.2, -0.1], [0.0, -0.1, 0.0], [0.0, 0.0, 0.0], [0.0, 0.0, 0.0], [0.0, 0.1, -0.1], [0.0, 0.0, -0.1], [0.0, 0.0, 0.0], [0.0, 0.1, 0.1], [0.0, 0.0, 0.0], [-0.2, 0.2, 0.4], [-0.1, 0.1, 0.0], [0.0, 0.0, 0.0], [0.0, 0.0, 0.0], [0.0, 0.0, 0.0], [0.0, 0.0, 0.0], [0.0, 0.0, 0.0], [0.0, 0.0, 0.1], [0.0, 0.0, 0.0], [0.0, 0.0, 0.0], [0.0, 0.0, 0.0], [0.0, 0.0, 0.0], [0.0, 0.0, 0.0], [0.0, 0.1, 0.0], [0.0, 0.0, 0.0], [0.0, 0.0, 0.0], [0.0, 0.0, 0.0], [0.0, 0.0, 0.0], [0.0, 0.0, 0.0], [0.0, 0.0, 0.0], [0.0, 0.0, 0.0], [0.0, 0.0, 0.0], [0.0, 0.0, 0.0], [0.0, 0.0, -0.1], [0.0, 0.0, 0.0], [-0.1, 0.0, 0.0], [0.0, 0.0, 0.0], [0.0, 0.0, 0.0], [0.0, 0.0, 0.0], [0.0, 0.0, 0.0], [0.0, 0.0, 0.0], [0.0, 0.0, 0.0], [0.0, 0.0, 0.0], [0.0, 0.0, 0.0], [0.0, 0.0, 0.0], [0.0, 0.0, 0.0], [0.0, 0.0, 0.0], [0.0, 0.0, 0.0], [0.0, 0.0, 0.0], [0.0, 0.0, 0.0], [0.0, 0.0, 0.0], [0.0, 0.0, 0.0], [0.0, 0.0, 0.0], [0.0, 0.0, 0.0], [0.0, 0.0, 0.0], [0.0, 0.0, 0.0], [0.0, 0.0, 0.0], [0.0, 0.0, 0.0]]
}